Record 1
Below is a 2-piece molecular cluster, C7H10 overall in a non-equilibrium geometry, with properties calculated with the ωB97M-V functional and the def2-TZVPD basis.

Output
- Total charge: 0

Each line ends with the Mulliken charge.
Positions of all 17 atoms, in Å:
C: -3.234 1.018 2.557  -0.653
C: -2.542 0.587 1.543  0.226
C: -1.536 0.040 0.861  -0.217
C: -0.239 0.719 1.256  -1.015
H: -3.913 1.887 2.610  0.251
H: -3.299 0.279 3.366  0.223
H: -1.485 -0.783 0.039  0.232
H: -0.360 1.123 2.294  0.346
H: -0.020 1.474 0.627  0.279
H: 0.540 0.026 1.340  0.321
C: 0.320 -1.085 -2.685  -0.123
C: 1.489 -0.905 -2.458  -0.045
C: 2.835 -0.612 -1.933  -1.207
H: -0.684 -1.226 -3.057  0.397
H: 3.173 -1.219 -1.115  0.311
H: 2.718 0.439 -1.914  0.300
H: 3.476 -0.750 -2.740  0.373



Record 2
Below is C7H10 as an isolated structure, with properties calculated with the ωB97M-V functional and the def2-TZVPD basis.

Output
- Total charge: 0

Each line ends with the Mulliken charge.
Positions of all 17 atoms, in Å:
C: -1.515 0.908 -0.987  -1.499
C: -0.362 0.170 -0.312  0.770
C: 1.066 0.776 -0.160  -0.678
C: 1.359 -0.608 0.477  -0.338
C: 0.415 -1.171 -0.639  -0.590
C: 0.407 -0.610 1.675  -0.612
C: -0.713 -0.135 1.146  -0.542
H: -2.240 0.243 -1.466  0.315
H: -2.059 1.432 -0.190  0.351
H: -1.206 1.676 -1.701  0.336
H: 1.182 1.682 0.442  0.292
H: 1.580 0.886 -1.125  0.311
H: 2.377 -0.973 0.623  0.477
H: -0.093 -2.113 -0.414  0.296
H: 0.906 -1.221 -1.620  0.303
H: 0.601 -0.940 2.687  0.423
H: -1.706 -0.003 1.564  0.384



Record 3
Below is one molecule with the formula C4H6O in a non-equilibrium geometry, with properties calculated with the ωB97M-V functional and the def2-TZVPD basis.

Output
- Total charge: 0

Each line ends with the Mulliken charge.
Positions of all 11 atoms, in Å:
C: 0.889 -0.833 0.978  -0.638
C: 0.426 -1.069 -0.248  -0.184
C: -0.356 0.029 -0.851  0.064
C: -0.960 1.091 -0.056  -0.347
O: 0.375 1.288 -0.382  -0.384
H: 0.377 -0.134 1.633  0.156
H: 1.830 -1.214 1.339  0.247
H: 0.886 -1.794 -0.915  0.302
H: -0.634 -0.061 -1.908  0.344
H: -1.242 0.889 0.975  0.182
H: -1.590 1.808 -0.567  0.260



Record 4
Below is one molecule with the formula C5H6 in a non-equilibrium geometry, with properties calculated with the ωB97M-V functional and the def2-TZVPD basis.

Output
- Total charge: 0

Each line ends with the Mulliken charge.
Positions of all 11 atoms, in Å:
C: 2.187 0.146 -1.615  0.028
C: 1.277 -0.221 -0.908  -0.454
C: 0.085 -0.769 -0.178  -0.484
C: -0.358 0.288 0.888  -0.146
C: -1.663 0.500 1.027  -0.729
H: 2.939 0.738 -2.225  0.362
H: -0.742 -1.077 -0.745  0.334
H: 0.404 -1.596 0.369  0.260
H: 0.385 0.987 1.238  0.370
H: -2.118 1.025 1.820  0.295
H: -2.396 -0.022 0.329  0.164



Relative energy (zero: lowest compared OMol25 entry of this formula, charge and spin): 4.876; 2.077; 2.079; 2.269 (eV)